Entry 1:
Below is one molecule with the formula C33H37F5N2O3SSi at a distorted geometry, with properties calculated with wB97M-V/def2-TZVPD.

Geometry as XYZ:
```
82
Properties=species:S:1:pos:R:3:forces:R:3:lowdin_charge:R:1
S -1.5438 0.9419 1.4080 0.6 -2.2 -1.6 0.81
Si 6.7497 0.3801 2.0611 1.0 -0.1 1.2 0.52
F 4.1475 -3.0308 -1.3254 0.1 1.2 3.6 -0.07
F -4.7756 -4.4213 -2.1306 -4.6 0.7 -2.2 0.05
F -7.0857 -4.7248 -1.6143 3.2 1.6 -3.7 0.01
F -6.3371 -5.1533 -3.8378 1.0 3.3 3.8 0.04
F 4.6175 -3.7092 0.9117 -1.0 3.6 -2.3 -0.04
O -6.5191 -2.8356 -2.9413 2.4 -3.5 0.3 -0.05
O -2.2300 -1.6051 -3.6327 -2.7 2.2 2.0 -0.08
O -8.8573 -0.1153 1.0492 1.4 2.1 0.6 -0.22
N -0.2281 1.1537 -1.8366 0.2 1.4 -2.1 -0.09
N -0.4479 -0.2091 -1.5704 -1.5 -0.3 3.5 -0.15
C 0.4289 -0.5020 -0.3727 3.2 -1.7 2.8 -0.10
C -0.1631 1.4278 -3.3280 0.2 1.9 -0.9 -0.22
C 1.3122 2.0597 -3.7932 0.5 0.0 0.3 -0.13
C 6.4846 -1.3919 1.3693 0.2 -1.3 -0.2 -0.27
C -6.1367 -4.2315 -2.6818 -1.1 -0.9 1.6 -0.25
C -9.3417 0.9396 1.9974 -0.4 0.5 0.6 -0.25
C -2.9145 -1.0967 -2.4006 -0.7 1.0 2.4 -0.04
C 4.3324 -2.4939 0.0750 0.4 -0.2 -1.1 -0.25
C 6.8936 3.1154 0.6876 -3.5 1.0 -1.4 -0.06
C 5.6617 -1.4858 -0.0436 0.6 -2.0 -0.3 -0.13
C 3.7775 3.1826 -0.3183 3.7 0.1 1.2 -0.05
C -4.3113 0.0198 0.3762 2.2 -1.2 -3.6 -0.02
C 1.8493 -1.3220 -0.7009 -0.8 1.0 3.5 0.10
C 3.4712 -1.6202 3.3103 3.2 -4.9 5.6 -0.08
C 6.3091 4.4466 -0.1388 -2.6 -3.2 0.7 -0.07
C -6.8661 -0.7522 -0.5113 -0.7 0.0 -0.7 -0.14
C 4.1433 -2.2805 4.3746 -4.2 4.6 -7.1 0.07
C 0.0731 -0.0402 1.1669 3.3 -2.4 -1.5 -0.36
C 1.1056 -0.4398 2.3764 0.4 -0.7 -3.8 0.00
C -4.5632 -1.2595 -2.1724 2.5 1.3 2.3 -0.01
C 4.3751 1.8856 0.5515 2.2 3.1 -1.2 -0.05
C -5.2507 -0.6685 -0.7781 3.1 0.7 0.2 -0.06
C 8.6840 0.7046 2.0739 0.6 0.8 -0.8 -0.25
C 2.5162 -1.2651 2.0208 -0.8 0.4 -0.6 -0.11
C -7.3928 0.0379 0.8259 0.9 -0.7 0.4 -0.23
C 5.9310 1.7992 1.0580 -1.8 4.8 -2.9 -0.21
C -1.9234 -0.3585 -1.2745 -5.0 -1.5 0.5 -0.07
C -5.3818 -2.0115 -3.3785 2.1 1.1 -0.9 -0.15
C 2.9549 -1.7109 0.4923 -4.3 1.7 0.6 -0.01
C 4.7446 4.4796 -0.6670 2.0 -3.5 2.5 -0.08
C 6.2419 0.3690 3.9584 0.0 -0.1 0.5 -0.23
C -10.9788 1.1349 1.9353 0.7 0.8 0.4 -0.11
C -2.6904 0.1526 0.0989 -0.9 -1.7 -2.6 -0.36
H -0.9249 1.7577 -1.3481 0.8 -0.7 -0.7 0.11
H -0.9508 2.3018 -3.5294 1.6 -2.0 0.1 0.12
H -11.3146 1.5632 2.9974 0.7 -1.0 -2.3 0.09
H -4.6969 0.4570 1.4097 0.8 -1.2 -2.6 0.10
H -7.4620 -0.2788 -1.4312 1.5 -1.0 1.8 0.14
H -11.5641 0.1417 1.7344 1.3 2.0 0.2 0.09
H 4.3990 5.4446 -1.2454 0.5 -2.3 1.3 0.08
H 6.9975 5.3913 -0.3649 -1.6 -2.4 0.6 0.08
H 1.2897 2.4692 -4.9044 -0.1 -1.1 2.3 0.07
H 8.0260 3.2027 1.0188 -2.7 -0.4 -0.7 0.07
H 7.5663 -1.8653 1.1941 -2.3 1.0 0.3 0.10
H 4.8459 -2.6568 5.2566 -2.0 1.2 -2.5 0.08
H 6.0167 -2.0363 2.2516 0.7 1.3 -2.1 0.07
H 9.3012 -0.2198 2.4400 -1.2 1.8 -0.5 0.05
H 8.9165 1.6778 2.7228 -0.3 -2.2 -1.4 0.05
H -11.1978 1.9878 1.1478 0.2 -2.1 1.5 0.08
H -7.1943 -1.8786 -0.4701 0.7 2.2 0.0 0.12
H 5.4060 -0.4604 -0.5457 0.1 -2.0 1.2 0.11
H 6.3841 -2.0481 -0.8104 -1.8 1.2 1.6 0.13
H -7.0949 1.1658 0.7242 -0.6 -2.0 0.3 0.13
H 2.6463 3.1456 -0.6761 2.7 0.1 0.9 0.07
H 9.0068 0.9289 0.9493 -0.5 -0.5 2.4 0.05
H -6.8491 -0.4617 1.7508 -1.0 1.2 -1.7 0.14
H -2.6270 -1.0653 -4.3772 0.6 -0.9 1.2 0.11
H -4.6112 -2.6783 -3.9994 -1.6 1.5 1.6 0.15
H -8.8298 1.9918 1.7679 -1.0 -2.3 0.3 0.12
H 0.8224 -0.1286 3.4870 0.9 -0.9 -2.7 0.11
H 6.4843 -0.6941 4.4013 -0.5 2.0 -0.9 0.03
H -0.4104 0.4928 -3.9985 0.4 1.8 1.7 0.12
H 1.6355 2.9827 -3.1161 -0.9 -2.0 -1.3 0.07
H 6.9251 1.1343 4.5312 -1.6 -1.3 -1.0 0.04
H 2.0815 -1.6020 -1.8174 -0.6 0.6 2.5 0.11
H -5.7399 -1.1758 -4.1520 0.2 -2.0 1.9 0.16
H 2.1894 1.2560 -3.6944 -2.0 1.7 -0.2 0.08
H 5.0948 0.5690 4.0828 2.3 -0.3 0.0 0.03
H 3.6382 1.0015 0.7659 1.5 1.9 -0.4 0.06
H -9.0714 0.6911 3.1177 -0.3 0.1 -2.3 0.12
```
Forces are in eV/Å.

Summary:
- frontier orbital gap (eV) = 7.49
- lowest unoccupied orbital energy (eV) = -0.912
- highest occupied orbital energy (eV) = -8.4

***

Entry 2:
Below is C33H37N10O2S2Ti as an isolated structure, with properties calculated with wB97M-V/def2-TZVPD.

Geometry as XYZ:
```
85
Properties=species:S:1:pos:R:3:forces:R:3:lowdin_charge:R:1
Ti 0.3686 0.8612 -0.2051 0.1 -0.2 0.8 1.22
S -0.4206 -4.0638 -0.2226 0.1 0.0 0.0 0.65
S -2.0928 2.1015 -0.2283 0.1 0.1 0.0 0.74
O -3.1698 1.3054 -0.6976 0.0 0.0 0.0 -0.19
O -0.8732 2.2078 -1.1419 0.0 0.0 -0.2 -0.39
N -0.5711 -6.6485 0.6141 0.0 0.0 0.0 -0.15
N -0.2173 -0.4687 -1.7426 0.0 0.3 0.1 0.01
N -2.5906 0.0224 2.3128 0.0 -0.2 0.0 0.19
N -0.3925 -0.5649 1.5697 0.0 -0.1 -0.2 0.07
N 0.8208 -6.3095 -1.0281 0.1 0.0 0.0 0.02
N 2.1741 -0.3562 -0.1671 -0.2 0.1 -0.1 0.01
N 1.4208 2.2289 1.1697 -0.3 -0.1 -0.2 0.02
N -1.2060 1.3386 0.8944 0.1 -0.2 0.0 -0.17
N -3.9857 7.3755 1.3001 0.0 0.0 0.0 0.17
N 1.7803 2.0422 -1.3520 0.1 0.0 -0.1 -0.22
C 1.4587 2.1001 2.5074 0.0 0.0 -0.1 -0.07
C -0.0549 -7.9908 0.3276 0.0 0.0 0.0 -0.08
C 0.8697 -7.7649 -0.8823 0.0 0.0 0.0 -0.10
C 0.1813 -0.2871 -3.0262 0.0 -0.1 0.0 -0.22
C 1.6436 3.4324 0.6162 -0.1 0.0 -0.1 -0.24
C 3.3110 0.2302 -0.5743 0.0 0.0 0.0 -0.25
C 3.1990 1.6286 -1.0874 0.0 0.0 0.0 -0.07
C 4.5244 -0.4273 -0.5507 0.1 0.0 0.0 0.03
C -2.0840 4.7977 -0.4283 0.0 0.0 0.0 -0.05
C -3.9313 5.0104 1.6628 0.0 0.0 0.0 0.01
C -2.5192 3.6666 0.2737 -0.1 -0.1 -0.1 -0.33
C -3.5052 6.1695 0.9683 0.0 0.0 0.0 -0.27
C 1.9034 4.4266 2.7595 0.0 0.0 0.0 0.02
C -2.6424 -1.1464 2.9722 0.0 0.0 0.0 -0.03
C 3.3814 -2.3745 0.2273 0.0 0.0 0.0 0.00
C -3.4625 3.7763 1.3104 0.0 0.0 0.0 -0.04
C -2.1192 -1.7164 -2.4790 0.1 -0.1 -0.1 -0.01
C 1.6419 3.4515 -0.8908 0.1 -0.1 0.0 -0.09
C -1.5986 -2.0611 2.9472 -0.1 0.0 0.0 0.00
C -1.7254 -1.5314 -3.7918 0.0 0.0 0.0 0.03
C -1.4836 0.2149 1.6555 0.1 0.3 -0.1 -0.48
C 1.7131 3.1736 3.3312 0.0 0.0 0.0 0.00
C -0.5570 -0.8266 -4.0599 0.0 0.0 0.0 0.04
C 1.4446 0.4862 -3.3150 0.0 0.0 0.0 -0.07
C -2.5661 6.0313 -0.0810 0.0 0.0 0.0 0.00
C -1.5524 -6.4405 1.6540 0.0 0.0 0.0 -0.04
C -0.0505 -5.7266 -0.1928 -0.1 0.0 0.0 -0.79
C 4.5666 -1.7445 -0.1215 0.1 0.0 0.0 0.01
C -1.3266 -1.1897 -1.4874 0.0 0.1 0.0 -0.16
C 1.4724 1.9307 -2.8166 0.0 0.0 0.1 -0.12
C 2.2090 -1.6545 0.1868 0.0 0.0 0.0 -0.10
C -0.4687 -1.7382 2.2204 0.1 0.1 0.1 -0.11
C 1.8697 4.5598 1.3800 0.1 0.0 0.1 0.03
H -2.3147 -1.9315 -4.6065 0.0 0.0 0.0 0.14
H -3.7392 8.1985 0.7781 0.0 0.0 0.0 0.13
H -0.8802 -8.6650 0.1006 0.0 0.0 0.0 0.13
H -2.2496 6.9082 -0.6305 0.0 0.0 0.0 0.13
H -1.1356 -6.7022 2.6280 0.0 0.0 0.0 0.10
H -3.5471 -1.3421 3.5348 0.0 0.0 0.0 0.14
H 3.7741 1.7308 -2.0096 0.0 0.0 0.0 0.15
H -3.8199 2.8941 1.8301 0.0 0.0 0.0 0.13
H -1.8506 -5.3960 1.6471 0.0 0.0 0.0 0.04
H -1.6613 -2.9971 3.4814 0.0 0.0 0.0 0.13
H 1.2774 1.1101 2.9032 0.0 0.0 0.0 0.12
H 1.8851 -8.1055 -0.6937 0.0 0.0 0.0 0.12
H 2.0895 5.2892 3.3861 0.0 0.0 0.0 0.14
H -0.2238 -0.6842 -5.0788 0.0 0.0 0.0 0.14
H -4.6932 7.4774 2.0075 0.0 0.0 0.0 0.13
H 0.3760 -2.4092 2.1755 0.0 0.0 0.0 0.10
H 0.7211 3.8722 -1.2852 0.0 0.0 0.0 0.12
H 3.6401 2.3170 -0.3672 0.0 0.0 0.0 0.15
H 1.2674 -2.1446 0.3809 0.0 0.0 0.0 0.01
H 2.3076 -0.0715 -2.9407 0.0 0.0 0.0 0.13
H 1.5678 0.5195 -4.3962 0.0 0.0 0.0 0.14
H 1.2270 -5.7945 -1.7876 0.0 0.0 0.0 0.13
H -3.0084 -2.2700 -2.2164 0.0 0.0 0.0 0.14
H 5.5077 -2.2778 -0.0911 0.0 0.0 0.0 0.14
H 2.4787 4.0461 -1.2647 0.0 0.0 -0.1 0.16
H 0.4979 -8.2593 -1.7781 0.0 0.0 0.0 0.13
H -1.4019 4.7046 -1.2631 0.0 0.0 0.0 0.11
H 2.2409 2.4877 -3.3566 0.0 0.0 0.0 0.15
H 5.4215 0.0814 -0.8789 0.0 0.0 0.0 0.14
H -2.4280 -7.0640 1.4700 0.0 0.0 0.0 0.10
H -4.6527 5.1031 2.4642 0.0 0.0 0.0 0.13
H 3.3476 -3.4164 0.5130 0.0 0.0 0.0 0.13
H 0.4769 -8.3822 1.1950 0.0 0.0 0.0 0.13
H 0.5174 2.4185 -2.9952 0.0 0.0 0.0 0.13
H -1.5924 -1.3327 -0.4502 0.0 0.0 0.0 0.09
H 1.7538 3.0330 4.4019 0.0 0.0 0.0 0.13
H 2.0361 5.5163 0.9022 0.0 0.0 0.0 0.14
```
Forces are in eV/Å.

Summary:
- frontier orbital gap (eV) = 5.29
- lowest unoccupied orbital energy (eV) = -9.552
- highest occupied orbital energy (eV) = -14.8
- net charge = +3